A cluster of 9 separate species, C54H45F9 in total. Source: the OMol25 dataset; level of theory: ωB97M-V/def2-TZVPD.

Each line ends with the Löwdin charge.
Positions of all 108 atoms, in Å:
F: 2.067 -5.611 -5.041  0.02
F: 3.278 4.750 -3.478  0.07
F: -4.304 5.336 0.425  0.09
F: -4.108 -4.596 0.675  0.05
F: 8.143 2.151 -1.544  0.04
F: 3.090 -1.345 0.775  0.04
F: -2.600 -0.192 5.620  0.06
F: -0.235 -0.156 -5.223  0.04
F: -3.672 -0.602 1.193  -0.01
C: -0.439 0.685 1.310  -0.08
C: -2.377 3.800 -2.257  -0.06
C: -0.485 -4.623 0.690  -0.05
C: -2.938 3.431 5.735  -0.11
C: -2.243 4.316 0.534  -0.02
C: 2.443 2.702 -0.579  -0.06
C: 6.253 1.694 -0.143  -0.02
C: -7.033 -0.132 -0.274  -0.08
C: 3.291 4.272 -2.224  -0.30
C: -3.372 4.559 -1.596  -0.02
C: -2.706 -6.432 0.845  -0.02
C: -0.291 -6.057 0.827  -0.07
C: 3.784 5.086 -1.224  -0.01
C: -3.279 2.088 5.819  0.00
C: -0.378 -0.265 0.298  -0.04
C: 2.410 -5.199 -3.768  -0.24
C: 2.640 -3.826 -3.609  -0.02
C: -3.306 4.754 -0.203  -0.33
C: -1.658 3.803 5.396  -0.10
C: 3.007 -4.267 -1.217  -0.08
C: 2.528 -6.159 -2.736  -0.01
C: 5.587 0.884 0.759  -0.09
C: 6.182 -0.280 1.147  -0.09
C: 2.990 3.516 0.400  -0.12
C: -1.454 -2.464 -2.722  -0.10
C: 7.470 1.337 -0.668  -0.24
C: 0.816 -1.016 0.071  0.01
C: -4.701 1.307 0.092  -0.03
C: 2.859 -3.375 -2.284  -0.09
C: 8.030 0.102 -0.288  -0.04
C: 0.630 0.786 2.188  -0.11
C: -0.689 2.822 5.027  -0.06
C: 1.893 -0.711 0.871  -0.27
C: -2.325 1.112 5.432  -0.27
C: 2.633 3.124 -1.920  -0.01
C: 1.802 0.199 1.939  -0.04
C: -2.550 -1.828 -2.249  -0.11
C: -1.248 3.404 -1.508  -0.07
C: -1.794 -4.153 0.605  -0.02
C: 7.495 -0.638 0.700  -0.08
C: -5.756 1.942 -0.592  -0.05
C: -1.396 -6.932 0.933  -0.07
C: -2.847 -0.512 -2.676  -0.04
C: 2.874 -5.647 -1.505  -0.10
C: -2.003 0.083 -3.673  0.02
C: -4.767 -0.010 0.485  -0.22
C: -5.992 -0.682 0.458  -0.01
C: 3.718 4.695 0.118  -0.06
C: -6.919 1.164 -0.789  -0.08
C: -0.680 -1.974 -3.778  -0.01
C: -1.211 3.648 -0.123  -0.09
C: -2.858 -5.078 0.677  -0.30
C: -1.046 1.460 5.126  -0.04
C: -0.974 -0.731 -4.230  -0.26
H: -4.158 4.963 -2.217  0.11
H: 2.316 -7.197 -2.942  0.12
H: -7.971 -0.622 -0.490  0.10
H: -0.232 0.769 4.966  0.11
H: -6.083 -1.702 0.801  0.11
H: -4.315 1.900 6.060  0.11
H: 4.700 1.234 1.265  0.09
H: -0.436 2.932 -2.041  0.09
H: -1.117 -3.407 -2.318  0.10
H: 0.352 -3.949 0.803  0.08
H: -2.077 -3.129 0.411  0.09
H: 3.156 -2.362 -2.054  0.10
H: 0.585 1.394 3.079  0.08
H: -2.290 1.082 -3.966  0.09
H: 9.005 -0.217 -0.624  0.11
H: 3.352 -3.912 -0.257  0.09
H: -1.502 4.870 5.331  0.10
H: 2.924 -6.395 -0.727  0.10
H: 7.997 -1.487 1.141  0.11
H: -3.637 4.236 5.912  0.11
H: 1.951 1.805 -0.233  0.08
H: -3.091 -2.264 -1.423  0.09
H: 5.615 -0.968 1.757  0.09
H: -3.622 -0.023 -2.105  0.08
H: -3.684 -6.865 0.993  0.12
H: 5.865 2.651 -0.462  0.11
H: 4.088 5.278 0.949  0.10
H: 0.298 3.137 4.722  0.09
H: 2.758 3.210 1.410  0.09
H: -1.106 -7.965 1.055  0.10
H: 0.689 -6.502 0.911  0.08
H: -5.673 2.950 -0.973  0.09
H: -3.792 1.830 0.348  0.10
H: -1.381 1.195 1.451  0.10
H: 0.177 -2.552 -4.090  0.10
H: -2.015 4.541 1.565  0.12
H: 4.330 6.005 -1.380  0.11
H: -7.701 1.733 -1.271  0.10
H: -2.591 3.458 -3.259  0.09
H: 2.310 2.553 -2.778  0.12
H: -1.246 -0.507 -0.297  0.08
H: 2.622 0.319 2.632  0.12
H: 1.025 -1.778 -0.665  0.10
H: -0.304 3.374 0.395  0.08
H: 2.630 -3.130 -4.435  0.11

## Properties
net charge: 0
structure (SMILES): Fc1ccccc1.Fc1ccccc1.Fc1ccccc1.Fc1ccccc1.Fc1ccccc1.Fc1ccccc1.Fc1ccccc1.Fc1ccccc1.Fc1ccccc1
energy above the lowest of the compared OMol25 structures with the same formula, charge and spin: 256.5 kJ/mol



A cluster of 7 separate species, C54H46Cl4N2O6 in total. Source: the OMol25 dataset; level of theory: ωB97M-V/def2-TZVPD.

Each line ends with the Löwdin charge.
Positions of all 112 atoms, in Å:
Cl: 0.982 -5.614 -5.755  0.56
Cl: -1.568 -6.808 -7.491  0.51
Cl: 3.787 -1.555 8.326  0.59
Cl: 4.535 1.625 8.164  0.57
O: 1.525 6.178 -3.493  0.12
O: -3.174 -2.831 -8.322  0.06
O: -1.185 8.515 0.575  0.09
O: 0.353 -0.014 0.057  0.06
O: -1.769 -0.161 -3.686  0.09
O: 0.069 -5.150 1.897  0.10
N: 3.349 -7.139 8.225  0.13
N: -0.774 5.484 7.474  0.15
C: -6.066 -0.318 -6.319  -0.04
C: 1.328 2.615 7.008  -0.11
C: 0.200 5.820 -1.482  -0.03
C: -0.321 3.641 -0.511  -0.08
C: -0.302 -2.215 -7.814  -0.04
C: -0.073 2.141 6.539  -0.25
C: -1.002 4.379 7.392  -0.26
C: 0.985 -5.788 -7.518  -0.63
C: -0.962 4.211 0.539  -0.07
C: 0.389 -3.180 -2.810  -0.06
C: 0.994 -1.814 -7.581  -0.08
C: 0.484 -4.769 -0.899  0.02
C: 0.462 -3.697 -0.015  -0.10
C: 0.378 -1.206 0.430  -0.26
C: -1.047 -1.192 -5.685  -0.05
C: -0.007 -6.200 7.109  -0.30
C: 0.323 -0.811 -5.470  0.00
C: 1.399 -5.836 7.009  -0.24
C: 0.923 -0.747 4.170  -0.09
C: 0.425 -2.371 -0.499  -0.05
C: 0.498 -2.086 -1.948  0.04
C: 0.527 10.921 -2.312  -0.11
C: 0.960 6.670 -2.559  -0.27
C: 0.451 -2.910 2.380  -0.03
C: 0.487 -3.056 3.825  0.01
C: -0.973 5.600 0.626  0.02
C: 1.397 10.393 -3.199  -0.05
C: -0.455 -5.565 -8.204  -0.58
C: -2.808 -2.222 -7.289  -0.20
C: -3.482 -0.538 -5.334  -0.06
C: -0.115 10.173 -1.392  -0.01
C: -1.190 2.935 7.245  -0.18
C: 3.640 -0.603 6.875  -0.73
C: 0.433 -4.500 -2.315  -0.03
C: 0.494 -1.535 1.894  -0.04
C: 1.341 -1.132 -6.420  -0.04
C: 0.282 -4.033 1.429  -0.29
C: 0.707 -1.994 4.652  -0.10
C: -3.904 -1.388 -6.466  -0.05
C: 1.553 8.986 -3.230  0.00
C: -1.373 -1.887 -6.946  -0.05
C: 0.028 8.764 -1.363  -0.06
C: 0.880 8.166 -2.342  -0.08
C: -2.092 -0.593 -4.786  -0.30
C: 0.784 -0.476 2.815  0.02
C: -0.478 -7.478 6.400  -0.08
C: 0.165 4.401 -1.542  -0.01
C: 2.417 -6.613 7.703  -0.19
C: -4.346 0.443 -4.810  0.00
C: -0.661 7.901 -0.360  -0.28
C: 4.671 0.450 6.845  -0.68
C: -5.665 0.564 -5.296  -0.05
C: -0.535 6.446 -0.438  -0.08
C: -5.174 -1.239 -6.910  -0.04
H: 0.238 -8.255 6.666  0.08
H: -0.450 -7.238 5.337  0.07
H: 0.507 -4.073 4.189  0.10
H: -0.034 2.393 5.479  0.10
H: 1.605 -6.044 5.959  0.12
H: 3.583 -1.228 5.983  0.08
H: 1.688 -5.027 -7.856  0.05
H: -1.523 -7.755 6.537  0.08
H: 1.796 -2.048 -8.266  0.11
H: -1.991 3.016 6.511  0.11
H: 1.530 -4.758 7.109  0.12
H: 0.626 3.864 -2.357  0.12
H: 0.558 -5.803 -0.598  0.12
H: -1.322 6.094 1.521  0.11
H: 0.744 -0.194 -4.690  0.11
H: 1.341 3.690 6.827  0.07
H: -1.392 3.574 1.298  0.11
H: 0.263 -5.275 -3.047  0.06
H: -0.554 -2.712 -8.739  0.11
H: 4.541 1.081 5.966  0.07
H: -0.473 -5.451 -9.288  0.08
H: -0.279 2.562 -0.522  0.10
H: 2.098 2.104 6.429  0.04
H: -4.079 1.061 -3.965  0.12
H: -0.271 1.069 6.556  0.10
H: 0.295 -1.036 -2.098  0.09
H: 0.694 -2.071 5.729  0.11
H: -0.687 -5.364 6.944  0.11
H: 0.388 11.983 -2.173  0.11
H: -6.278 1.303 -4.801  0.10
H: 1.390 2.357 8.065  0.08
H: -0.943 -4.644 -7.883  0.00
H: 2.177 8.497 -3.963  0.11
H: -0.204 -6.377 8.166  0.11
H: -7.063 -0.141 -6.694  0.10
H: 0.278 -2.933 -3.855  0.07
H: 1.946 11.055 -3.854  0.11
H: 1.153 0.064 4.844  0.08
H: 2.341 -0.739 -6.305  0.11
H: -5.404 -1.608 -7.898  0.12
H: 2.665 -0.118 6.925  0.04
H: -1.740 2.482 8.070  0.12
H: 0.757 0.532 2.427  0.11
H: 5.658 -0.004 6.937  0.07
H: 1.490 -6.732 -7.719  0.06
H: -0.764 10.686 -0.697  0.12

## Properties
net charge: 0
structure (SMILES): O=C1c2ccccc2C(=O)c2ccccc21.O=C1c2ccccc2C(=O)c2ccccc21.O=C1c2ccccc2C(=O)c2ccccc21.CCCC#N.CCCC#N.ClCCCl.ClCCCl



A structure of composition C54H46N5O4P2SSbSe4Y. Source: the OMol25 dataset; level of theory: ωB97M-V/def2-TZVPD.

Each line ends with the Löwdin charge.
Positions of all 118 atoms, in Å:
Sb: 3.693 -3.942 2.730  0.35
Y: 0.246 -0.456 0.515  0.89
Se: 2.446 -2.367 4.596  -0.05
Se: 5.905 -3.152 2.808  -0.22
Se: 1.276 -1.129 2.940  0.12
Se: 2.315 -2.093 0.929  0.14
S: 2.399 1.624 -0.306  0.55
P: -1.828 -0.638 -1.740  0.96
P: -0.029 -2.841 -1.423  0.90
O: 2.768 3.008 -0.388  -0.26
O: 2.041 1.102 1.020  -0.49
O: -5.742 -6.167 2.929  0.11
O: -3.887 -7.149 2.216  0.11
N: -0.791 1.406 1.703  -0.04
N: 1.164 1.179 -1.209  -0.19
N: -1.555 -2.275 -2.058  -0.51
N: -1.357 2.423 -1.491  0.11
N: -1.884 -1.123 2.041  0.00
C: -0.816 -3.597 0.957  -0.37
C: -0.603 3.708 2.371  -0.09
C: -3.576 0.364 0.072  -0.14
C: -0.440 2.689 1.480  -0.18
C: 0.882 2.017 -2.305  -0.28
C: -5.867 -0.249 0.435  -0.08
C: 0.452 -4.692 -3.528  -0.12
C: -1.179 3.381 3.626  -0.10
C: -1.587 2.110 3.871  -0.05
C: 0.344 -5.477 2.088  -0.17
C: -4.639 -1.206 -1.400  -0.09
C: -3.074 1.092 -5.266  -0.09
C: -5.808 -1.095 -0.666  -0.08
C: -3.960 -4.745 2.255  -0.14
C: 1.806 -2.718 -3.487  -0.11
C: -0.347 -4.322 2.172  -0.11
C: -0.409 2.632 -2.445  -0.17
C: -3.089 -4.566 1.255  0.03
C: -2.851 3.887 -2.672  -0.05
C: -0.664 3.457 -3.566  -0.16
C: 0.797 -3.486 -2.916  -0.33
C: 0.460 -5.364 -0.306  -0.16
C: 2.463 -3.134 -4.635  -0.08
C: 1.823 2.271 -3.281  -0.03
C: -1.947 0.951 -6.059  -0.09
C: 1.554 3.092 -4.393  -0.07
C: -1.986 -0.174 3.043  -0.20
C: -0.798 -0.107 -4.235  -0.09
C: -1.932 4.077 -3.657  -0.02
C: 4.927 -1.084 -1.955  -0.04
C: 3.872 -0.196 -1.806  -0.10
C: 0.330 3.669 -4.548  -0.05
C: 5.897 -0.274 0.074  -0.04
C: -4.625 -6.052 2.502  -0.49
C: 5.946 -1.146 -1.011  -0.27
C: -3.667 -2.451 3.030  0.00
C: 1.105 -5.113 -4.674  -0.08
C: -2.607 -2.210 2.055  -0.24
C: 2.112 -4.335 -5.231  -0.09
C: -1.930 0.028 -3.432  -0.34
C: -3.066 0.632 -3.955  -0.09
C: -0.304 -4.182 -0.335  -0.39
C: -2.505 3.037 -1.601  -0.14
C: -2.368 -3.295 1.021  -0.19
C: -3.505 -0.479 -1.037  -0.35
C: -4.753 0.486 0.800  -0.07
C: -0.806 0.349 -5.540  -0.08
C: 0.750 -6.057 0.842  -0.16
C: -2.304 -3.066 -3.025  -0.14
C: 4.849 0.619 0.227  -0.05
C: 7.050 -2.153 -1.141  -0.05
C: -4.315 -3.624 3.112  -0.01
C: -1.438 1.087 2.869  -0.33
C: 3.831 0.652 -0.717  -0.31
H: -1.950 1.312 -7.081  0.10
H: -6.779 -0.181 1.017  0.10
H: 6.644 -3.164 -1.214  0.08
H: -3.948 0.750 -3.336  0.10
H: 3.054 -0.193 -2.512  0.07
H: -3.959 -1.637 3.679  0.09
H: -2.506 -0.404 3.962  0.09
H: 0.090 -0.581 -3.833  0.09
H: 4.934 -1.768 -2.797  0.11
H: 2.340 3.253 -5.122  0.10
H: -0.286 4.712 2.127  0.09
H: -4.622 -1.882 -2.244  0.09
H: -0.596 -3.903 3.142  0.11
H: 0.875 -5.734 -1.238  0.08
H: 0.627 -5.966 3.016  0.09
H: -3.965 1.561 -5.667  0.10
H: 7.711 -2.124 -0.277  0.07
H: -2.688 0.892 0.396  0.06
H: -1.298 4.139 4.391  0.10
H: -6.675 -1.683 -0.944  0.10
H: 2.083 -1.790 -3.006  0.06
H: -5.124 -3.777 3.815  0.11
H: 4.798 1.243 1.110  0.13
H: -0.536 -2.515 1.002  -0.02
H: -2.036 1.839 4.818  0.10
H: 6.660 -0.326 0.839  0.10
H: 1.327 -6.971 0.812  0.07
H: -3.824 4.358 -2.700  0.10
H: -2.144 4.706 -4.514  0.12
H: -2.694 -3.976 -2.557  0.08
H: -2.984 -6.873 2.007  0.10
H: -2.819 -5.373 0.579  0.14
H: 0.827 -6.052 -5.137  0.10
H: -3.228 2.863 -0.810  0.10
H: -0.335 -5.300 -3.098  0.11
H: 7.650 -1.971 -2.036  0.08
H: 0.082 0.242 -6.151  0.11
H: 0.098 4.302 -5.396  0.11
H: -2.647 -2.918 0.031  0.12
H: -1.668 -3.355 -3.865  0.07
H: 2.622 -4.667 -6.128  0.10
H: 0.001 2.882 0.515  0.07
H: 2.815 1.855 -3.196  0.10
H: -3.133 -2.495 -3.439  0.06
H: -4.769 1.127 1.673  0.11
H: 3.249 -2.520 -5.059  0.10

## Properties
net charge: -1
energy above the lowest of the compared OMol25 structures with the same formula, charge and spin: 62.1 kJ/mol



A structure of composition C54H47GeI2N5NaO2S2SbSe4. Source: the OMol25 dataset; level of theory: ωB97M-V/def2-TZVPD.

Each line ends with the Löwdin charge.
Positions of all 119 atoms, in Å:
I: 0.536 -2.661 2.542  0.57
I: -0.477 -5.066 3.616  -0.01
Sb: -2.417 3.021 -2.481  -0.22
Se: -1.619 5.294 -1.996  -0.25
Se: -4.880 3.063 -2.565  -0.07
Se: -1.514 2.125 -4.583  -0.26
Se: -1.511 1.377 -0.705  0.38
Ge: -3.653 0.740 -0.313  0.48
S: 2.681 -2.902 0.207  0.87
S: -2.082 -2.024 -1.294  0.96
Na: 0.286 -0.456 0.206  -0.16
O: -1.037 -1.915 -0.246  -0.63
O: 1.847 -1.708 -0.055  -0.63
N: 0.585 3.702 0.118  0.12
N: -0.858 2.182 2.178  0.09
N: 1.503 0.805 -1.111  0.03
N: 1.453 0.271 2.013  0.01
N: 10.237 0.778 0.551  0.13
C: 3.985 -2.785 -1.041  -0.36
C: 2.472 0.841 3.972  -0.09
C: -5.236 1.140 2.073  -0.15
C: -0.514 -4.272 -1.788  -0.22
C: 6.948 -0.252 1.057  -0.02
C: -0.700 4.233 3.388  -0.02
C: 1.763 -4.304 -0.592  -0.29
C: 9.087 0.818 0.565  -0.20
C: -1.686 3.816 4.264  -0.08
C: 1.500 4.174 -0.715  -0.17
C: -5.857 3.214 3.113  -0.12
C: -5.215 -0.905 -3.920  -0.10
C: 3.596 1.150 -2.017  -0.06
C: -4.596 1.826 1.041  -0.34
C: 6.033 -2.370 -2.851  -0.08
C: 1.306 0.379 3.335  -0.29
C: 3.403 0.997 2.965  -0.05
C: -5.867 1.826 3.101  -0.12
C: 2.751 0.657 1.743  -0.27
C: -3.315 -3.137 -0.590  -0.36
C: -6.106 -0.462 -1.330  -0.12
C: 7.661 0.851 0.582  -0.24
C: -5.390 -4.324 -0.759  -0.08
C: 2.680 1.198 -3.026  -0.06
C: -5.206 3.905 2.101  -0.09
C: -0.305 3.391 2.346  -0.20
C: -1.423 -3.269 -2.494  -0.27
C: 5.592 1.983 0.114  -0.01
C: 4.774 -1.843 -3.097  -0.06
C: 5.243 -3.315 -0.788  -0.10
C: 3.386 0.817 0.481  -0.04
C: -2.235 2.557 4.103  -0.07
C: 2.657 4.810 -0.289  -0.08
C: 1.407 0.974 -2.408  -0.17
C: -3.237 -3.451 0.756  -0.09
C: -4.389 -3.571 -1.352  -0.08
C: 1.884 4.511 1.944  -0.03
C: 0.761 3.866 1.420  -0.22
C: -4.831 -0.049 -1.697  -0.42
C: -4.393 -0.272 -2.999  -0.20
C: -4.575 3.215 1.074  -0.12
C: 6.270 -3.102 -1.695  -0.09
C: 0.939 -3.783 -1.762  -0.24
C: -6.926 -1.106 -2.247  -0.12
C: 5.568 -0.233 1.041  -0.01
C: 2.849 4.981 1.072  -0.09
C: 6.974 1.975 0.121  -0.02
C: 4.872 0.872 0.553  -0.17
C: 3.750 -2.041 -2.184  -0.06
C: -4.239 -4.205 1.349  -0.08
C: -1.782 1.787 3.044  -0.16
C: -6.482 -1.330 -3.542  -0.12
C: 2.853 0.921 -0.797  -0.26
C: -5.323 -4.629 0.594  -0.09
H: 4.413 1.367 3.055  0.10
H: -2.025 4.470 5.059  0.10
H: -3.418 0.085 -3.319  0.04
H: -2.293 -3.737 -2.950  0.08
H: 5.010 -1.085 1.407  0.12
H: -5.195 4.988 2.101  0.10
H: -6.118 -5.196 1.062  0.10
H: -0.892 -2.701 -3.260  0.10
H: 1.294 4.045 -1.771  0.09
H: 4.583 -1.264 -3.991  0.11
H: -3.004 2.186 4.768  0.10
H: 2.844 1.369 -4.078  0.09
H: -4.164 -4.458 2.399  0.10
H: 4.664 1.258 -2.106  0.10
H: -0.574 -5.249 -2.273  0.12
H: -7.122 -1.842 -4.252  0.09
H: 2.514 -5.049 -0.857  0.09
H: 5.046 2.850 -0.232  0.12
H: -0.252 5.212 3.491  0.11
H: 2.782 -1.584 -2.340  0.11
H: -6.357 3.752 3.910  0.09
H: 6.838 -2.200 -3.555  0.10
H: 0.900 -2.696 -1.668  0.08
H: 0.448 0.979 -2.917  0.01
H: 0.366 0.142 3.813  0.07
H: 7.256 -3.502 -1.496  0.10
H: -6.373 1.276 3.888  0.09
H: 7.487 -1.112 1.432  0.12
H: 7.533 2.831 -0.235  0.12
H: -6.226 -4.666 -1.355  0.10
H: -4.463 -3.307 -2.399  0.10
H: -5.230 0.054 2.068  0.08
H: -2.188 0.795 2.868  0.11
H: -4.866 -1.056 -4.935  0.10
H: 3.386 5.160 -1.009  0.10
H: -3.387 -0.539 0.587  -0.01
H: 5.424 -3.882 0.119  0.11
H: -2.392 -3.092 1.332  0.06
H: 3.730 5.492 1.446  0.10
H: 1.994 4.614 3.016  0.10
H: -6.473 -0.258 -0.329  0.09
H: -7.917 -1.433 -1.949  0.09
H: -4.076 3.778 0.293  0.06
H: 2.604 1.019 5.028  0.08
H: 1.428 -4.009 -2.713  0.12
H: 1.123 -4.709 0.193  0.05
H: -0.877 -4.398 -0.764  0.10

## Properties
net charge: -2
energy above the lowest of the compared OMol25 structures with the same formula, charge and spin: 0.0 kJ/mol



Number 1: HOMO-LUMO gap 0.353 Ha. Number 2: HOMO-LUMO gap 0.294 Ha. Number 3: HOMO-LUMO gap 0.178 Ha. Number 4: HOMO-LUMO gap 0.111 Ha.